Record 1
An isolated molecule of C5H12NP, computed with ωB97M-V with the def2-TZVPD basis set.

Each atom is followed by the atoms it is bonded to, with distances in Å.
Geometry (Å):
1 H 4.13884 0.11322 -0.25505  P2 1.476
2 P 2.94116 -0.26232 0.52162  H1 1.476, N3 1.521
3 N 2.01600 0.58860 -0.33448  P2 1.521, C4 1.344
4 C 0.79159 1.09944 -0.11871  N3 1.344, C5 1.737, H9 1.029, H10 1.217
5 C -0.49117 -0.07034 -0.07320  C4 1.737, C6 1.524, C7 1.591, C8 1.499
6 C -1.72387 0.69429 0.39280  C5 1.524, H11 1.133, H12 1.178, H13 1.171
7 C -0.07124 -1.09334 1.07111  C5 1.591, H14 1.149, H15 1.119, H16 1.136
8 C -0.77934 -0.64157 -1.42872  C5 1.499, H17 1.163, H18 1.104, H19 1.074
9 H 0.67283 1.52997 0.80786  C4 1.029
10 H 0.51292 1.76364 -1.10016  C4 1.217
11 H -2.70314 0.17639 0.15354  C6 1.133
12 H -1.88320 1.74795 -0.10934  C6 1.178
13 H -1.50089 0.87898 1.52789  C6 1.171
14 H 0.69760 -1.91841 0.85287  C7 1.149
15 H 0.32592 -0.61642 2.00182  C7 1.119
16 H -1.05099 -1.57465 1.38568  C7 1.136
17 H 0.15090 -1.29799 -1.66526  C8 1.163
18 H -0.40357 0.15690 -2.09285  C8 1.104
19 H -1.64035 -1.27436 -1.53741  C8 1.074

The SMILES is [H]/P=N/CC(C)(C)C. Its spin multiplicity is 1. The energy relative to the best compared isomer or geometry (same formula, charge and spin) comes out at 284.1 kJ/mol. As for the orbital gap: 7.912 eV. Its max |F| is 7.11 eV/Å. Its energy is -16155.086 eV.



Record 2
An isolated ion of composition C5H12NS and charge -1, computed with ωB97M-V with the def2-TZVPD basis set.

Each atom is followed by the atoms it is bonded to, with distances in Å.
Geometry (Å):
1 C -2.65644 0.36331 -0.27114  C2 1.524, H8 1.088, H9 1.093, H10 1.099
2 C -1.54948 -0.64393 -0.56081  C1 1.524, N3 1.491, H11 1.087, H12 1.091
3 N -0.81958 -0.95837 0.70081  C2 1.491, C4 1.520, H13 1.014
4 C 0.46941 -0.20418 0.98497  N3 1.520, C5 1.508, H14 1.086, H15 1.086
5 C 1.32764 0.10199 -0.21706  C4 1.508, C6 1.534, H16 1.102, H17 1.102
6 C 2.65340 0.83939 0.01336  C5 1.534, S7 1.800, H18 1.090, H19 1.097
7 S 4.03910 -0.22648 0.44371  C6 1.800
8 H -2.29229 1.17314 0.35771  C1 1.088
9 H -3.56816 -0.09033 0.12511  C1 1.093
10 H -3.00746 0.83774 -1.19804  C1 1.099
11 H -1.94565 -1.60696 -0.87302  C2 1.087
12 H -0.90132 -0.12618 -1.26953  C2 1.091
13 H -0.44436 -1.86538 0.44669  N3 1.014
14 H 0.96000 -0.92386 1.63338  C4 1.086
15 H 0.15164 0.68470 1.52176  C4 1.086
16 H 0.70254 0.54911 -1.00638  C5 1.102
17 H 1.56275 -0.85216 -0.71644  C5 1.102
18 H 2.83589 1.37008 -0.92083  C6 1.090
19 H 2.48237 1.57835 0.80574  C6 1.097

The SMILES is CCNCCC[S-]. Its spin multiplicity is 1. The energy relative to the best compared isomer or geometry (same formula, charge and spin) comes out at 77.8 kJ/mol. As for the orbital gap: 5.836 eV. Its max |F| is 1.96 eV/Å. Its energy is -17704.984 eV. Its charge is -1.



Record 3
A 2-piece molecular cluster, C5H12NS overall, computed with ωB97M-V with the def2-TZVPD basis set.

Each atom is followed by the atoms it is bonded to, with distances in Å.
Geometry (Å):
1 C 1.64481 2.31516 1.00319  H8 1.072, H9 1.124, H17 1.055, H19 1.150
2 C -0.60538 -0.22429 0.54655  N6 1.268, S7 1.742
3 C -0.97679 -1.91242 -1.08566  N6 1.484, H10 1.071, H11 1.117, H12 1.049
4 C 0.96069 -1.99771 0.44284  N6 1.422, H13 1.064, H14 1.111, H15 1.060
5 C -1.93810 1.81474 -0.77474  S7 1.610, H16 1.101, H18 1.079
6 N -0.25292 -1.34993 0.08146  C2 1.268, C3 1.484, C4 1.422
7 S -2.10820 0.61716 0.28836  C2 1.742, C5 1.610
8 H 2.67462 2.24767 0.71415  C1 1.072
9 H 0.93068 1.95656 0.21216  C1 1.124
10 H -1.55233 -1.16701 -1.59499  C3 1.071
11 H -0.23605 -2.27867 -1.83709  C3 1.117
12 H -1.52888 -2.76229 -0.81558  C3 1.049
13 H 1.10670 -1.88988 1.49158  C4 1.064
14 H 0.96142 -3.09167 0.25169  C4 1.111
15 H 1.78073 -1.64299 -0.12768  C4 1.060
16 H -1.04750 1.87993 -1.41955  C5 1.101
17 H 1.26870 3.28744 1.16461  C1 1.055
18 H -2.58733 2.60477 -0.42915  C5 1.079
19 H 1.50512 1.59344 1.88786  C1 1.150

Its spin multiplicity is 1. The energy relative to the best compared isomer or geometry (same formula, charge and spin) comes out at 450.9 kJ/mol. As for the orbital gap (alpha / beta): 7.970 / 7.964 eV. Its max |F| is 3.16 eV/Å. Its energy is -17694.013 eV. Its charge is +1.



Record 4
A 2-piece molecular cluster, C5H12NS overall, computed with ωB97M-V with the def2-TZVPD basis set.

Each atom is followed by the atoms it is bonded to, with distances in Å.
Geometry (Å):
1 C -0.87513 -1.37763 -1.39780  C2 1.318, N4 1.433, H5 1.082
2 C -1.78617 -2.32029 -1.53065  C1 1.318, H6 1.083, H7 1.079
3 C 1.44376 -1.13539 -0.75744  N4 1.275, H8 1.082, H9 1.081
4 N 0.27890 -1.62496 -0.58515  C1 1.433, C3 1.275, H10 1.020
5 H -0.89238 -0.41422 -1.88906  C1 1.082
6 H -1.74927 -3.24325 -0.96535  C2 1.083
7 H -2.60056 -2.16003 -2.22000  C2 1.079
8 H 2.23737 -1.47918 -0.10782  C3 1.082
9 H 1.60927 -0.40520 -1.53699  C3 1.081
10 H 0.14170 -2.25027 0.20938  N4 1.020
11 C -0.81955 1.75358 0.91638  C12 1.523, H14 1.090, H15 1.089, H16 1.091
12 C 0.52717 1.91346 1.60873  C11 1.523, S13 1.826, H17 1.087, H18 1.089
13 S 1.85425 1.99383 0.35750  C12 1.826, H19 1.340
14 H -0.94450 0.74271 0.52932  C11 1.090
15 H -0.94864 2.47028 0.10629  C11 1.089
16 H -1.62407 1.92179 1.63313  C11 1.091
17 H 0.55348 2.83688 2.18066  C12 1.087
18 H 0.70648 1.08633 2.29404  C12 1.089
19 H 2.88790 1.69157 1.15481  S13 1.340

Its spin multiplicity is 1. The energy relative to the best compared isomer or geometry (same formula, charge and spin) comes out at 176.5 kJ/mol. As for the orbital gap: 7.623 eV. Its max |F| is 0.41 eV/Å. Its energy is -17696.857 eV. Its charge is +1.



Record 5
A 2-piece molecular cluster, C5H12O overall, computed with ωB97M-V with the def2-TZVPD basis set.

Each atom is followed by the atoms it is bonded to, with distances in Å.
Geometry (Å):
1 C -1.91605 -0.65303 -0.82950  C2 1.490, H6 1.101, H7 1.065, H8 1.089
2 C -0.49544 -0.74163 -1.26886  C1 1.490, C3 1.343, H9 1.087
3 C 0.51024 0.07626 -0.91652  C2 1.343, C4 1.499, C5 1.506
4 C 1.88732 -0.30930 -0.46664  C3 1.499, H10 1.093, H11 1.090, H12 1.087
5 C 0.16270 1.50547 -0.59502  C3 1.506, H13 1.076, H14 1.090, H15 1.098
6 H -2.65354 -0.49196 -1.63066  C1 1.101
7 H -2.14520 0.16046 -0.18102  C1 1.065
8 H -2.28435 -1.54813 -0.33035  C1 1.089
9 H -0.22394 -1.68509 -1.73518  C2 1.087
10 H 1.99620 -1.37557 -0.25044  C4 1.093
11 H 2.62643 -0.12097 -1.24562  C4 1.090
12 H 2.13734 0.17592 0.47336  C4 1.087
13 H 0.80211 2.03400 0.09032  C5 1.076
14 H -0.04887 2.18055 -1.42463  C5 1.090
15 H -0.76969 1.58742 -0.02063  C5 1.098
16 O 0.41530 -0.04251 3.34441  H17 0.960, H18 0.965
17 H 0.43823 -0.65023 4.08708  O16 0.960
18 H -0.43880 -0.10166 2.89989  O16 0.965

The SMILES is CC=C(C)C.O. Its spin multiplicity is 1. The energy relative to the best compared isomer or geometry (same formula, charge and spin) comes out at 156.2 kJ/mol. As for the orbital gap: 9.143 eV. Its max |F| is 1.98 eV/Å. Its energy is -7425.692 eV.



Record 6
A 2-piece molecular cluster, C5H12O overall, computed with ωB97M-V with the def2-TZVPD basis set.

Each atom is followed by the atoms it is bonded to, with distances in Å.
Geometry (Å):
1 C -2.25452 0.86868 0.96254  C2 1.329, H6 1.175, H7 1.040
2 C -1.23923 0.01794 0.85410  C1 1.329, C3 1.546, H8 1.214
3 C -0.27765 -0.25534 -0.32557  C2 1.546, C4 1.691, H9 1.112, H10 1.113
4 C -0.01586 1.17036 -1.19618  C3 1.691, C5 1.528, H11 1.165, H12 1.104
5 C -0.64522 1.53964 -2.53861  C4 1.528, H13 1.132, H14 1.141, H15 1.066
6 H -2.27663 1.59228 0.03691  C1 1.175
7 H -2.87922 0.84674 1.79378  C1 1.040
8 H -0.87164 -0.72784 1.73817  C2 1.214
9 H 0.65907 -0.62233 0.14712  C3 1.112
10 H -0.57089 -1.09115 -0.99977  C3 1.113
11 H 1.14420 1.12288 -1.09474  C4 1.165
12 H -0.20178 1.85530 -0.35032  C4 1.104
13 H 0.06880 1.09884 -3.29773  C5 1.132
14 H -1.42008 0.77388 -2.87691  C5 1.141
15 H -1.13212 2.48538 -2.60739  C5 1.066
16 O 3.36831 -2.85034 2.09044  H17 0.974, H18 0.915
17 H 2.90174 -2.01863 2.28611  O16 0.974
18 H 4.22689 -2.56029 1.96363  O16 0.915

The SMILES is C=CCCC.O. Its spin multiplicity is 1. The energy relative to the best compared isomer or geometry (same formula, charge and spin) comes out at 298.9 kJ/mol. As for the orbital gap: 10.126 eV. Its max |F| is 4.65 eV/Å. Its energy is -7424.213 eV.



Record 7
A 2-piece molecular cluster, C5H12O overall, computed with ωB97M-V with the def2-TZVPD basis set.

Each atom is followed by the atoms it is bonded to, with distances in Å.
Geometry (Å):
1 C 2.41973 -0.38923 -0.72013  C2 1.534, H7 1.095, H8 1.096, H9 1.095
2 C 1.48188 -0.95523 0.35386  C1 1.534, C3 1.488, H10 1.100, H11 1.096
3 C 0.33932 -0.04617 0.64230  C2 1.488, O4 1.306, H12 1.089
4 O -0.80993 -0.56614 0.98057  C3 1.306, C5 1.298
5 C -1.90242 0.08821 1.23413  O4 1.298, H14 1.084, H15 1.077
6 C -1.67418 0.81572 -1.44556  H13 1.107, H16 1.093, H17 1.094, H18 1.090
7 H 3.29344 -1.03688 -0.84937  C1 1.095
8 H 2.78616 0.60658 -0.44378  C1 1.096
9 H 1.91480 -0.30084 -1.68824  C1 1.095
10 H 2.06265 -1.13795 1.27006  C2 1.100
11 H 1.08547 -1.92426 0.02955  C2 1.096
12 H 0.48374 1.01116 0.85951  C3 1.089
13 H -0.80815 0.54909 -0.80987  C6 1.107
14 H -1.86274 1.16689 1.33272  C5 1.084
15 H -2.80372 -0.49708 1.30644  C5 1.077
16 H -2.23470 1.67070 -1.05791  C6 1.093
17 H -2.35231 -0.03538 -1.55573  C6 1.094
18 H -1.23028 1.06901 -2.40840  C6 1.090

Its spin multiplicity is 1. The energy relative to the best compared isomer or geometry (same formula, charge and spin) comes out at 393.7 kJ/mol. As for the orbital gap (alpha / beta): 8.046 / 8.130 eV. Its max |F| is 0.98 eV/Å. Its energy is -7423.231 eV.



What did the fifth record say?
A 2-piece molecular cluster, C5H12O overall, computed with ωB97M-V with the def2-TZVPD basis set.

Each atom is followed by the atoms it is bonded to, with distances in Å.
Geometry (Å):
1 C -1.91605 -0.65303 -0.82950  C2 1.490, H6 1.101, H7 1.065, H8 1.089
2 C -0.49544 -0.74163 -1.26886  C1 1.490, C3 1.343, H9 1.087
3 C 0.51024 0.07626 -0.91652  C2 1.343, C4 1.499, C5 1.506
4 C 1.88732 -0.30930 -0.46664  C3 1.499, H10 1.093, H11 1.090, H12 1.087
5 C 0.16270 1.50547 -0.59502  C3 1.506, H13 1.076, H14 1.090, H15 1.098
6 H -2.65354 -0.49196 -1.63066  C1 1.101
7 H -2.14520 0.16046 -0.18102  C1 1.065
8 H -2.28435 -1.54813 -0.33035  C1 1.089
9 H -0.22394 -1.68509 -1.73518  C2 1.087
10 H 1.99620 -1.37557 -0.25044  C4 1.093
11 H 2.62643 -0.12097 -1.24562  C4 1.090
12 H 2.13734 0.17592 0.47336  C4 1.087
13 H 0.80211 2.03400 0.09032  C5 1.076
14 H -0.04887 2.18055 -1.42463  C5 1.090
15 H -0.76969 1.58742 -0.02063  C5 1.098
16 O 0.41530 -0.04251 3.34441  H17 0.960, H18 0.965
17 H 0.43823 -0.65023 4.08708  O16 0.960
18 H -0.43880 -0.10166 2.89989  O16 0.965

The SMILES is CC=C(C)C.O. Its spin multiplicity is 1. The energy relative to the best compared isomer or geometry (same formula, charge and spin) comes out at 156.2 kJ/mol. As for the orbital gap: 9.143 eV. Its max |F| is 1.98 eV/Å. Its energy is -7425.692 eV.



Which formula does entry 1 have? C5H12NP



The lowest energy relative to the best compared isomer or geometry (same formula, charge and spin) belongs to which entry? number 2